A cluster of 26 separate species, C35H59Cl52F6O5PS in total, computed with wB97M-V/def2-TZVPD.

Calculated total energy in hartree: -27013.79728
Kohn-Sham gap in eV: 7.9

ORCA input file:
```
! wB97M-V def2-TZVPD RIJCOSX def2/J DEFGRID3
* xyz 0 1
Cl 5.230 0.015 7.671
Cl 3.685 -6.493 4.858
Cl 7.927 1.725 -2.443
Cl 9.282 -0.221 1.649
Cl -4.666 8.954 -5.460
Cl -0.436 -0.789 5.832
Cl -0.009 1.466 -5.490
Cl -2.662 1.113 -0.430
Cl -4.480 2.439 -6.775
Cl -11.135 4.417 -2.154
Cl 10.446 -3.005 4.713
Cl -0.265 2.552 -8.197
Cl 1.499 -1.140 -5.450
Cl 6.429 4.694 8.452
Cl 8.002 -5.070 -3.781
Cl -8.583 -2.826 -2.658
Cl 7.862 4.212 -3.978
Cl 6.796 3.253 5.932
Cl 4.656 -2.808 7.256
Cl -8.156 10.891 -7.827
Cl 1.929 0.879 6.162
Cl -7.080 1.859 6.893
Cl -9.056 6.007 -6.395
Cl -7.807 2.126 -3.962
Cl -9.287 6.219 -0.770
Cl 6.403 -8.897 0.795
Cl -7.211 2.719 4.101
Cl -1.409 4.230 3.998
Cl -9.110 -0.956 -0.467
Cl 6.932 -1.697 0.728
Cl 3.736 2.047 -1.991
Cl -7.072 4.311 0.642
Cl -10.944 3.775 -6.546
Cl 7.941 -4.297 3.940
Cl -4.171 4.526 0.973
Cl -4.134 11.722 -6.231
Cl 1.949 -2.020 11.900
Cl -5.943 -0.010 -4.668
Cl 6.002 -5.951 6.580
Cl 8.594 -6.066 -1.103
Cl -3.175 1.905 3.838
Cl -6.687 3.077 -8.577
Cl 1.317 1.726 -3.624
Cl -5.724 -1.147 2.908
Cl -2.813 8.179 5.314
Cl 5.507 -7.794 -1.758
Cl -4.522 2.077 -2.481
Cl 4.043 -3.494 10.490
Cl -5.847 -0.294 0.116
Cl -6.333 8.717 -8.534
Cl 0.049 8.233 5.923
Cl 2.368 -2.347 -7.961
S 3.745 -1.466 -3.189
P 4.465 -1.795 -1.400
F 1.546 -1.678 -0.394
F -0.332 -3.298 -1.623
F -0.820 -2.448 0.303
F 0.119 -5.168 1.317
F -1.811 -4.712 0.451
F 1.745 -3.045 1.254
O 2.119 -4.536 -1.749
O 6.036 -4.299 2.040
O 0.564 -6.755 -0.685
O 4.395 -3.382 0.696
O -1.149 -5.973 -1.887
C -0.308 -5.929 -0.851
C -0.967 1.486 -6.977
C 4.107 -1.308 8.047
C -9.761 -2.262 -1.463
C 8.466 -1.785 1.616
C -0.479 -4.790 0.186
C -9.246 4.248 -6.490
C -5.658 3.662 -7.261
C -0.050 -3.372 -0.303
C 5.743 3.516 7.327
C 2.966 -3.466 11.891
C 9.487 -4.491 4.773
C -5.352 -1.566 1.233
C -6.709 1.443 5.216
C 7.182 3.321 -2.612
C 5.375 -9.143 -0.622
C -1.411 7.239 5.836
C 3.925 -3.433 -0.697
C -1.501 2.470 3.867
C -2.838 1.686 -2.093
C 4.756 -4.600 -1.266
C 5.553 -4.099 0.926
C 1.423 -2.995 -0.041
C -7.153 0.541 -3.507
C -3.920 10.487 -4.987
C 2.095 2.621 -2.312
C 6.051 -4.660 -0.420
C -9.656 5.377 -2.277
C -5.602 3.517 1.218
C 2.436 -3.742 -0.896
C -7.531 9.301 -7.373
C 8.964 -6.205 -2.825
C 5.423 -6.157 4.912
C 1.256 -2.460 -6.592
C 1.202 -0.448 5.272
H 7.357 3.886 -1.704
H 1.153 -0.184 4.229
H -8.784 3.802 -5.615
H 6.117 3.195 -2.772
H 9.297 -4.744 5.811
H 1.824 -1.326 5.409
H 1.423 -3.401 -6.078
H 10.015 -5.991 -2.977
H 5.682 -10.053 -1.125
H -10.640 -1.900 -1.984
H -1.244 6.440 5.123
H 5.614 2.573 7.845
H 2.328 -4.341 11.855
H -7.234 0.530 4.959
H 4.887 -4.578 -2.345
H 6.935 -4.158 -0.782
H 4.345 -9.224 -0.297
H 0.240 -2.413 -6.968
H -5.710 3.311 2.277
H 4.223 -5.486 -0.919
H -1.613 6.828 6.818
H -1.006 0.479 -7.375
H 4.786 3.885 6.976
H -5.639 1.297 5.121
H -1.966 1.838 -6.743
H -2.241 2.581 -2.223
H -7.067 9.374 -6.399
H 3.117 -1.050 7.691
H -6.693 0.623 -2.531
H 8.261 -2.097 2.631
H 6.191 -5.723 -0.266
H 3.566 -3.477 12.793
H -8.356 8.598 -7.343
H 5.865 -1.753 -1.462
H 1.507 2.495 -1.410
H 9.109 -2.506 1.123
H 5.617 -5.252 4.354
H -8.830 4.713 -2.510
H 10.045 -5.285 4.292
H -5.878 -2.479 0.978
H -0.942 -6.770 -2.395
H -2.493 0.906 -2.763
H -4.283 -1.713 1.140
H 4.092 -1.456 9.117
H -5.129 4.546 -7.598
H -7.962 -0.177 -3.478
H 8.737 -7.215 -3.147
H -1.011 2.162 2.949
H -8.752 3.897 -7.389
H -1.002 2.027 4.723
H -4.383 10.830 -4.070
H -2.860 10.323 -4.834
H -9.782 6.110 -3.064
H -6.280 3.901 -6.405
H 2.138 3.668 -2.586
H 5.954 -6.990 4.466
H -5.469 2.590 0.669
H -10.024 -3.092 -0.818
H 4.094 -0.758 -0.513
*
```

Here are the Löwdin charges for atoms 1 to 4, given in e: Cl 0.54; Cl 0.50; Cl 0.49; Cl 0.53